Record 1
{
  "formula": "C4H7N3",
  "method": "the ωB97M-V functional and the def2-TZVPD basis",
  "de_lowest_kcal_mol": 34.16,
  "lumo_energy_ev": -12.6,
  "total_charge": 2,
  "spin_multiplicity": 1,
  "species": ["N", "H", "N", "H", "C", "H", "C", "H", "H", "C", "H", "H", "N", "C"],
  "positions_angstrom": [[-0.50285, 0.76036, -0.06889], [0.67999, -1.87182, 0.29034], [3.08287, 0.30282, 0.01480], [-2.57889, 0.52823, -0.27426], [2.55372, -0.91670, 0.11139], [3.23050, -1.77640, 0.35928], [0.72233, 0.34466, 0.05070], [-1.54438, -1.09448, -0.44976], [-0.77890, 1.71978, -0.25853], [2.25744, 1.23208, 0.04566], [-2.07959, -0.58207, 0.89548], [2.28562, 2.34724, 0.19456], [1.20987, -0.91916, 0.08081], [-1.66866, -0.02032, 0.01012]]
}

***

Record 2
{
  "formula": "C5H14N2O2",
  "method": "the ωB97M-V functional and the def2-TZVPD basis",
  "smiles": "CC(=O)NCCCN.O",
  "de_lowest_kcal_mol": 61.51,
  "lumo_energy_ev": 0.6,
  "total_charge": 0,
  "spin_multiplicity": 1,
  "species": ["H", "O", "H", "H", "N", "H", "H", "H", "C", "H", "C", "C", "H", "H", "H", "N", "C", "H", "O", "H", "H", "H", "C"],
  "positions_angstrom": [[2.49764, 2.52021, -1.94772], [-1.97834, -2.66934, -0.47001], [0.44880, 0.34553, 0.94582], [0.16003, -1.79213, -1.19513], [2.04865, 2.69205, -1.00478], [-0.22525, -2.46071, 2.00918], [0.09427, 2.65276, -1.70485], [-2.66025, 0.06219, 0.49675], [-2.21303, -0.80763, 1.07796], [1.21179, 0.32144, -2.07428], [-1.40347, -1.72180, 0.00862], [0.47762, 0.66118, -1.22261], [-0.42381, 0.40740, -1.69853], [1.85381, -0.59697, 0.03489], [-1.46535, -0.45239, 1.82320], [-0.06660, -1.53703, -0.17472], [0.58288, 2.15113, -0.97938], [1.91449, 3.71766, -1.18622], [0.16531, -2.29423, 2.86343], [0.15451, 2.29398, 0.03011], [1.08773, -1.90971, 2.65571], [-2.97129, -1.41604, 1.70563], [0.70985, -0.16754, 0.00694]]
}

***

Record 3
{
  "formula": "C62H60N5O2P2Ti",
  "method": "the ωB97M-V functional and the def2-TZVPD basis",
  "lumo_energy_ev": [-3.3, -3.3],
  "total_charge": 1,
  "spin_multiplicity": 1,
  "species": ["C", "H", "N", "N", "H", "C", "H", "C", "H", "C", "C", "C", "H", "H", "C", "C", "H", "H", "C", "H", "C", "C", "C", "N", "C", "H", "N", "C", "H", "N", "H", "H", "C", "H", "H", "H", "H", "C", "Ti", "C", "C", "H", "C", "H", "H", "C", "C", "P", "C", "H", "C", "C", "H", "C", "H", "O", "C", "H", "H", "C", "H", "C", "C", "C", "C", "H", "C", "C", "H", "H", "H", "H", "H", "H", "H", "H", "H", "H", "H", "C", "H", "H", "C", "C", "H", "H", "C", "C", "H", "H", "H", "C", "H", "C", "C", "C", "C", "C", "H", "C", "C", "C", "C", "H", "C", "P", "H", "C", "H", "H", "C", "C", "C", "C", "C", "H", "H", "H", "C", "C", "H", "C", "H", "O", "C", "C", "H", "H", "H", "H", "C", "C"],
  "positions_angstrom": [[-3.76963, -1.17255, 4.45769], [-3.87362, -3.30459, -1.28214], [-2.77114, 1.21246, 0.24994], [-1.18185, -1.09693, -1.05010], [6.01213, -4.43023, -2.01201], [5.41628, -3.53869, -1.85681], [-3.43720, -0.86960, 6.55590], [-2.40094, 2.61517, -4.41613], [0.14000, -3.99592, -0.57553], [-1.08585, -2.11118, 1.10717], [2.34920, -2.21774, 1.03426], [-0.79804, -3.56092, -0.93236], [2.98517, 3.41554, 5.58696], [1.73132, 2.20340, 3.84263], [-1.66668, -0.88473, -4.77400], [3.88211, -1.24508, -1.45291], [-1.01836, -0.42323, 6.25443], [2.85174, 2.94574, -0.10078], [-1.80183, 1.93352, -2.18699], [4.05043, 3.80293, -5.38417], [-0.19744, 3.35637, 1.75953], [0.40445, -0.42341, 3.99612], [3.82871, 3.10773, -4.58305], [-1.28299, -0.90566, 1.68205], [4.89550, 2.70223, 4.92416], [1.44895, 2.42741, -2.27063], [3.52654, 0.92384, 0.25633], [-1.72897, -1.24583, -2.38529], [-2.14082, 3.06984, -5.36689], [-3.60713, 1.36063, -0.69471], [-5.16042, -1.53525, 2.33280], [-0.95709, -3.13797, 2.99498], [3.94959, -3.10115, 3.11018], [0.88796, -1.29048, 3.54277], [3.77240, -4.24086, -3.04578], [1.06358, -1.00102, -3.86214], [0.44006, 0.60843, -4.16024], [-1.49076, 2.58688, -3.41223], [-0.85919, 0.55412, 0.16827], [-4.11425, -1.55340, 2.02610], [4.86989, 1.22862, 3.02427], [0.60579, 0.42831, 3.34802], [3.51514, 2.80088, 4.86929], [2.22303, -4.27415, 0.45227], [5.44891, 3.24058, 5.68452], [-3.70436, 2.04369, -4.27877], [-3.21092, 1.64613, 1.53223], [2.52308, 0.49791, 1.63227], [3.47571, 1.31369, 2.96189], [-5.83039, 2.22670, 3.56413], [-3.22388, -1.20129, 3.17775], [2.63229, -3.56902, 1.16564], [0.69850, 3.18639, 1.17213], [-4.08877, 1.51337, -3.03468], [-1.83722, -4.02879, 1.74998], [-0.86715, 1.79961, -1.28403], [0.34969, -0.25782, -3.50199], [-4.30455, 2.43016, -6.31157], [-5.67620, 0.56842, -1.92732], [5.14252, -1.36096, -0.87106], [5.39940, 0.63104, 2.29275], [-2.94068, -1.39778, -4.91532], [3.76069, 2.38121, 0.15126], [2.65700, 3.24114, -3.85027], [5.90535, -2.50284, -1.07201], [-3.99087, -0.85281, 1.20305], [-0.98688, -3.36462, 1.93147], [-4.61088, 2.01984, -5.35565], [-1.59057, -4.27023, -0.67948], [0.07872, 3.66316, 2.76521], [0.86594, -0.24769, 4.96779], [4.55630, -3.44004, 3.94112], [4.14886, 2.76565, 1.08868], [-7.24006, 0.55413, -3.82533], [-5.31361, 1.33314, 1.29936], [4.49647, 2.57649, -0.62538], [-4.82612, -1.38780, 4.57420], [-1.66304, 3.00930, 4.22737], [-4.89891, -1.88903, -1.48645], [-3.61018, -1.83171, -3.78857], [-1.12150, -0.53251, -5.64530], [4.10684, -1.05361, 3.67686], [3.26882, 1.31623, -2.52215], [-2.99598, -0.88119, 5.56582], [-6.55773, 1.46490, -6.02557], [-3.41106, -1.44755, -5.89107], [-3.12681, 1.50118, -1.96022], [-6.24798, 0.97009, -3.94839], [6.65410, 1.84780, 4.03250], [-3.49288, -1.81943, -0.42801], [-0.08491, -3.92083, 1.67687], [-1.06853, -0.64054, 4.13068], [-0.49310, 2.99035, -3.53023], [2.91591, -1.27712, 1.89676], [-5.37931, 0.98116, -2.88429], [5.57378, 1.91777, 3.99695], [3.69790, -1.74430, 2.95605], [4.16022, -3.43219, -2.43788], [5.50965, -0.55930, -0.24108], [3.39514, -2.29351, -2.23032], [-3.78079, 2.66213, 4.02814], [4.43727, 1.18477, -3.27039], [-2.19359, 2.14726, 2.33479], [2.40701, -2.23037, -2.66442], [-3.03169, -1.76055, -2.52570], [2.80772, 0.20091, -1.15629], [-0.82519, 4.11031, 1.29143], [-1.02069, -2.21287, -0.30026], [-0.74499, -3.48150, -2.01548], [3.65274, -5.07087, 2.31326], [-2.46457, 2.64873, 3.59285], [-1.04368, -0.80303, -3.53093], [-4.53064, 1.69431, 1.95280], [-4.80670, 2.19733, 3.21202], [2.81097, 2.11347, 3.88660], [-4.00940, 3.03995, 5.01672], [-3.90211, -2.55315, 1.63788], [5.62426, 1.96959, -4.87276], [-5.86384, 1.48572, -5.19569], [2.37475, 2.34281, -2.83214], [-4.62085, -2.21926, -3.87082], [-3.86356, -2.21374, -1.36262], [1.96286, 4.04156, -4.07898], [-0.90301, 2.09692, 1.80055], [-1.86264, -0.90809, 3.00743], [-1.64889, -0.62463, 5.39470], [5.12928, 0.38123, -3.05525], [0.65308, 0.03162, -2.50544], [6.88289, -2.58457, -0.61171], [1.69088, -1.89917, 0.23786], [3.43637, -4.01490, 2.20359], [4.71429, 2.07795, -4.29594]]
}

***

Record 4
{
  "formula": "C3H6NO3",
  "method": "the ωB97M-V functional and the def2-TZVPD basis",
  "de_lowest_kcal_mol": 43.77,
  "lumo_energy_ev": 3.9,
  "total_charge": -1,
  "spin_multiplicity": 1,
  "species": ["C", "H", "H", "O", "C", "H", "C", "O", "H", "O", "N", "H", "H"],
  "positions_angstrom": [[0.19659, 0.55837, 1.33110], [1.08186, -0.65492, -2.92049], [-1.27380, 1.75550, 0.43984], [-0.80547, 0.57229, -1.66674], [-0.42533, -0.60298, -1.42302], [0.86237, -0.91009, 2.29094], [-0.78443, 1.52776, 1.35039], [-0.90573, -1.45909, -0.59643], [-1.06336, 2.02180, 2.30705], [0.74429, 0.02723, 2.48195], [0.73756, -1.07768, -2.07376], [0.99440, -2.02227, -1.89328], [0.64105, 0.26407, 0.37243]]
}

***

Record 5
{
  "formula": "CH2N2O3S",
  "method": "the ωB97M-V functional and the def2-TZVPD basis",
  "de_lowest_kcal_mol": 37.03,
  "lumo_energy_ev": 6.1,
  "total_charge": -2,
  "spin_multiplicity": 1,
  "species": ["N", "S", "O", "O", "O", "N", "C", "H", "H"],
  "positions_angstrom": [[-2.35771, -0.21951, 0.91826], [2.22014, 0.14939, -0.08874], [2.25433, 0.93428, 1.13650], [-0.84018, -1.77304, -1.11810], [2.78037, 0.78701, -1.32493], [0.32704, 0.15247, -0.46404], [-0.42363, -0.71432, -0.70410], [-1.40305, -0.04829, 1.23739], [-2.55731, 0.73202, 0.40776]]
}